Density functional theory data (ωB97M-V with the def2-TZVPD basis set) for a molecular structure, C15H11BrN2PdS2.

Calculated values
**Orbital gap**: 7.042 eV
**Highest occupied orbital energy**: -7.66 eV
**Lowest unoccupied orbital energy**: -0.613 eV
**Strongest force on any atom**: 0.75 eV/A
**Calculated total energy**: -4185.9658 Ha

The geometry in ORCA input format:
```
! RIJCOSX wB97M-V def2-TZVPD def2/J DEFGRID3
* xyz 0 1
Pd 0.268 -0.261 -0.015
S -0.387 1.995 0.872
C -1.849 1.121 1.085
N -1.979 -0.117 0.671
C -3.207 -0.660 1.021
C -3.625 -1.962 0.755
C -4.884 -2.356 1.170
C -5.731 -1.470 1.841
C -5.325 -0.175 2.115
C -4.057 0.218 1.705
S -3.254 1.746 1.910
H -2.958 -2.640 0.236
H -5.219 -3.367 0.975
H -6.715 -1.799 2.152
H -5.978 0.510 2.640
C -1.671 1.496 -3.922
C -0.900 0.838 -2.873
N -0.293 0.325 -2.052
H -1.318 2.517 -4.049
H -2.722 1.513 -3.639
H -1.558 0.953 -4.858
Br 2.632 -1.930 5.871
C 1.913 -1.437 4.190
C 2.733 -0.834 3.254
C 2.197 -0.461 2.027
C 0.865 -0.718 1.740
C 0.049 -1.317 2.691
C 0.577 -1.686 3.923
H 3.773 -0.642 3.481
H 2.836 0.028 1.300
H -0.990 -1.522 2.482
H -0.049 -2.158 4.669
*
```